DFT (ωB97M-V with the def2-TZVPD basis set) results for a structure of composition C60H44N7O4RuSe at a distorted geometry.

## Properties
Electronic energy = -149473.9073 eV
HOMO energy (spin up / spin down) = 0.03 / -0.89 eV
LUMO level (spin up / spin down) = 3.597 / 2.858 eV
Spin multiplicity = 6
Charge = -2

Atoms and positions in Å:
Ru: 0.27 0.23 -0.68
C: 2.45 -0.63 8.75
O: 1.56 0.33 8.16
C: 1.47 0.58 6.83
C: 2.27 -0.03 5.87
C: 2.02 0.21 4.52
C: 1.01 1.10 4.12
C: 0.28 1.77 5.11
C: 0.49 1.51 6.46
C: 0.72 1.28 2.65
C: -0.60 1.03 2.18
C: -1.85 1.08 2.92
C: -2.83 0.50 2.14
C: -2.24 0.13 0.89
N: -0.92 0.49 0.90
C: -2.83 -0.82 -0.02
C: -2.07 -1.47 -1.15
C: -2.74 -2.17 -2.27
C: -1.80 -2.48 -3.19
C: -0.53 -1.92 -2.68
C: 0.80 -2.39 -3.00
C: 1.27 -3.75 -2.58
C: 0.34 -4.71 -2.11
C: 0.71 -5.69 -1.21
C: 2.05 -5.83 -0.91
O: 2.52 -6.71 0.02
C: 1.88 -7.01 1.25
C: 3.03 -5.13 -1.64
C: 2.64 -4.07 -2.45
C: 1.72 -1.27 -2.99
N: 1.63 -0.16 -2.18
C: 2.75 0.66 -2.40
C: 3.14 1.84 -1.71
C: 3.71 3.06 -2.33
C: 4.22 4.14 -1.57
C: 4.28 5.41 -2.12
C: 3.87 5.64 -3.44
O: 3.92 6.89 -3.98
C: 2.86 7.81 -3.58
C: 3.49 4.56 -4.25
C: 3.46 3.27 -3.70
C: 2.82 1.78 -0.29
C: 3.75 2.05 0.78
C: 3.09 1.92 2.01
C: 1.74 1.54 1.71
N: 1.60 1.42 0.27
C: 3.48 0.08 -3.53
C: 2.86 -1.12 -3.86
N: -0.82 -1.08 -1.64
C: -4.34 -0.75 -0.15
C: -4.90 0.55 -0.30
C: -6.28 0.74 -0.37
C: -7.13 -0.34 -0.01
O: -8.46 -0.08 0.17
C: -9.06 -0.32 1.46
C: -6.61 -1.61 0.13
C: -5.24 -1.84 -0.03
H: 2.44 -0.45 9.82
H: 3.47 -0.53 8.34
H: 2.08 -1.65 8.54
H: 3.06 -0.73 6.17
H: 2.56 -0.32 3.70
H: -0.39 2.54 4.77
H: -0.12 1.99 7.24
H: -1.95 1.46 3.92
H: -3.86 0.27 2.35
H: -3.78 -2.46 -2.28
H: -1.90 -3.02 -4.12
H: -0.69 -4.57 -2.36
H: -0.06 -6.31 -0.75
H: 2.40 -7.87 1.66
H: 0.85 -7.30 1.11
H: 1.94 -6.14 1.94
H: 4.07 -5.32 -1.43
H: 3.37 -3.41 -2.93
H: 4.52 3.95 -0.53
H: 4.68 6.21 -1.49
H: 2.89 8.68 -4.23
H: 3.01 8.11 -2.55
H: 1.92 7.27 -3.68
H: 3.20 4.76 -5.29
H: 3.15 2.43 -4.31
H: 4.79 2.30 0.60
H: 3.47 2.13 3.00
H: 4.38 0.51 -3.97
H: 3.13 -1.83 -4.63
H: -4.17 1.35 -0.41
H: -6.76 1.68 -0.62
H: -10.03 0.17 1.44
H: -8.38 0.06 2.24
H: -9.14 -1.42 1.60
H: -7.27 -2.47 0.30
H: -4.80 -2.87 0.02
Se: -3.09 -4.82 0.78
N: -1.70 -4.54 1.72
C: -0.79 -3.50 1.72
C: 0.30 -3.58 2.60
C: 1.47 -2.92 2.25
C: 1.40 -2.11 1.14
N: 0.29 -1.76 0.49
C: -0.87 -2.42 0.77
N: -2.11 -2.24 0.15
H: 0.20 -4.26 3.45
H: 2.38 -3.03 2.84
H: 2.29 -1.62 0.78
C: -0.36 1.60 -1.62
C: -0.89 2.42 -2.53
C: -0.65 2.18 -3.96
C: -1.17 2.99 -4.97
C: -1.94 4.12 -4.60
C: -2.16 4.44 -3.24
C: -1.70 3.60 -2.24
H: -0.06 1.30 -4.26
H: -0.91 2.80 -6.00
H: -2.40 4.75 -5.36
H: -2.69 5.36 -2.97
H: -1.91 3.76 -1.18

Atomic partial charges in e from the Löwdin method, atoms 1 to 99: number 1, Ru, carries 1.28; number 2, C, carries -0.07; number 3, O, carries -0.12; number 4, C, carries -0.32; number 5, C, carries -0.03; number 6, C, carries -0.03; number 7, C, carries -0.17; number 8, C, carries -0.04; number 9, C, carries -0.01; number 10, C, carries -0.11; number 11, C, carries -0.19; number 12, C, carries -0.05; number 13, C, carries -0.06; number 14, C, carries -0.28; number 15, N, carries -0.06; number 16, C, carries -0.15; number 17, C, carries -0.37; number 18, C, carries 0.03; number 19, C, carries 0.01; number 20, C, carries -0.19; number 21, C, carries -0.10; number 22, C, carries -0.16; number 23, C, carries -0.04; number 24, C, carries -0.03; number 25, C, carries -0.32; number 26, O, carries -0.13; number 27, C, carries -0.08; number 28, C, carries -0.02; number 29, C, carries -0.04; number 30, C, carries -0.28; number 31, N, carries -0.02; number 32, C, carries -0.25; number 33, C, carries -0.09; number 34, C, carries -0.16; number 35, C, carries -0.03; number 36, C, carries -0.03; number 37, C, carries -0.36; number 38, O, carries -0.15; number 39, C, carries -0.06; number 40, C, carries -0.01; number 41, C, carries -0.03; number 42, C, carries -0.24; number 43, C, carries -0.09; number 44, C, carries -0.07; number 45, C, carries -0.24; number 46, N, carries -0.04; number 47, C, carries -0.07; number 48, C, carries -0.09; number 49, N, carries -0.06; number 50, C, carries -0.13; number 51, C, carries 0.00; number 52, C, carries 0.01; number 53, C, carries -0.32; number 54, O, carries -0.14; number 55, C, carries -0.07; number 56, C, carries -0.02; number 57, C, carries -0.03; number 58, H, carries 0.08; number 59, H, carries 0.08; number 60, H, carries 0.09; number 61, H, carries 0.10; number 62, H, carries 0.12; number 63, H, carries 0.10; number 64, H, carries 0.11; number 65, H, carries 0.06; number 66, H, carries 0.09; number 67, H, carries 0.10; number 68, H, carries 0.10; number 69, H, carries 0.08; number 70, H, carries 0.10; number 71, H, carries 0.08; number 72, H, carries 0.07; number 73, H, carries 0.09; number 74, H, carries 0.10; number 75, H, carries 0.10; number 76, H, carries 0.09; number 77, H, carries 0.11; number 78, H, carries 0.07; number 79, H, carries 0.07; number 80, H, carries 0.09; number 81, H, carries 0.11; number 82, H, carries 0.09; number 83, H, carries 0.08; number 84, H, carries 0.08; number 85, H, carries 0.09; number 86, H, carries 0.09; number 87, H, carries 0.12; number 88, H, carries 0.11; number 89, H, carries 0.08; number 90, H, carries 0.10; number 91, H, carries 0.08; number 92, H, carries 0.11; number 93, H, carries 0.04; number 94, Se, carries 0.75; number 95, N, carries -0.45; number 96, C, carries -0.32; number 97, C, carries -0.02; number 98, C, carries -0.07; number 99, C, carries -0.12